C23H51IO9P | the ωB97M-V functional and the def2-TZVPD basis

The geometry in XYZ format:
```
85
Properties=species:S:1:pos:R:3:lowdin_charge:R:1
I 4.138 0.925 -3.789 0.755
P 3.352 1.410 -1.590 0.530
O -7.274 -2.812 -1.937 -0.194
O -1.615 3.407 4.697 -0.201
O 0.209 0.594 3.113 -0.188
O -4.804 -0.980 -1.740 -0.139
O -1.326 -1.858 -1.619 -0.060
O -2.026 0.404 5.260 -0.120
O -6.066 -0.553 -4.533 -0.192
O 7.978 -0.714 0.618 -0.009
O 8.821 -2.761 0.762 0.136
C -1.746 2.745 5.944 -0.208
C -0.327 -1.371 -0.730 -0.254
C 5.858 0.917 -0.519 -0.264
C 1.021 -2.008 -1.089 -0.169
C -2.096 0.424 3.848 -0.184
C -1.167 1.353 5.874 -0.180
C 7.107 1.475 0.167 -0.162
C -6.163 -0.750 -1.391 -0.180
C 4.724 1.954 -0.573 -0.331
C -0.929 -0.258 3.171 -0.195
C -7.648 -4.097 -1.496 -0.108
C -6.876 -1.975 -0.869 -0.213
C -2.406 4.573 4.638 -0.111
C 2.121 2.706 -1.789 -0.222
C 8.509 -1.935 -1.446 0.010
C 1.382 -0.128 2.849 -0.118
C -4.568 -1.623 -2.986 -0.181
C 8.481 -1.850 0.056 -0.508
C 8.293 0.541 0.028 -0.192
C -6.261 0.502 -5.445 -0.109
C 2.539 -0.014 -0.829 -0.325
C -4.706 -0.718 -4.187 -0.211
C 1.960 -1.043 -1.814 -0.269
H -5.942 1.460 -5.016 0.088
H 3.246 -0.489 -0.147 0.100
H -3.470 4.335 4.746 0.090
H 0.808 -2.845 -1.753 0.124
H 8.371 -2.985 -1.699 0.097
H 2.624 3.656 -1.969 0.067
H 1.736 0.426 -0.229 0.084
H 1.596 -0.854 3.641 0.098
H 6.908 1.631 1.230 0.131
H 2.782 -1.594 -2.270 0.097
H -1.038 0.995 6.897 0.130
H -6.209 -2.521 -0.189 0.127
H -6.129 -0.016 -0.584 0.127
H -5.194 -2.510 -3.099 0.128
H -0.585 -1.639 0.295 0.103
H -6.807 -4.611 -1.015 0.088
H -2.804 2.680 6.227 0.132
H -2.149 -1.941 -1.122 0.082
H 5.518 0.029 0.020 0.113
H 4.322 2.098 0.434 0.117
H -6.714 -0.316 -2.227 0.125
H 9.487 -1.632 -1.824 0.101
H -8.485 -4.050 -0.790 0.090
H -2.993 -0.145 3.599 0.132
H 2.206 0.585 2.798 0.086
H 6.135 0.594 -1.527 0.063
H 1.503 -2.424 -0.202 0.116
H 9.160 0.962 0.542 0.139
H -2.218 1.441 3.467 0.125
H 7.365 2.433 -0.291 0.126
H -0.186 1.371 5.393 0.122
H -7.956 -4.666 -2.370 0.089
H -0.268 -0.278 -0.812 0.113
H -4.253 0.256 -3.959 0.129
H -2.244 5.031 3.664 0.086
H -5.711 0.330 -6.378 0.088
H -0.680 -1.175 3.717 0.135
H -4.167 -1.166 -5.035 0.130
H 1.492 2.748 -0.902 0.071
H 5.092 2.907 -0.956 0.105
H -7.764 -1.657 -0.304 0.130
H -7.324 0.551 -5.667 0.090
H 1.387 -0.523 -2.586 0.107
H -3.527 -1.947 -2.937 0.107
H -1.213 3.316 6.717 0.130
H 8.562 0.433 -1.026 0.116
H -2.121 5.288 5.418 0.090
H -1.217 -0.517 2.142 0.108
H 1.314 -0.671 1.893 0.064
H 7.739 -1.340 -1.935 0.070
H 1.528 2.473 -2.675 0.057
```

Calculated values
**Orbital gap**: 7.07 eV
**Net charge**: +1
**E_LUMO**: -0.1407 hartree
**Largest force on an atom**: 0.017 Eh/bohr
**HOMO**: -0.4005 hartree
**E_tot**: -60486.408 eV



C23H15F9IN4O10S2W | the ωB97M-V functional and the def2-TZVPD basis

The geometry in XYZ format:
```
65
Properties=species:S:1:pos:R:3:mulliken_spin:R:1
W 0.442 2.606 14.887 1.808
I -5.896 3.322 20.013 0.000
S -0.717 3.310 12.308 0.019
S -1.707 2.272 13.812 0.049
F 1.377 -1.446 16.552 0.000
F 0.874 0.356 12.149 -0.002
F 3.559 -0.372 15.252 0.000
F 1.197 -1.776 12.334 0.001
F 3.197 0.304 13.227 -0.002
F -0.517 -1.482 15.482 0.000
F 1.091 -2.795 14.949 0.000
F -0.677 -0.797 13.071 -0.001
F 3.296 -1.825 13.778 0.000
O 2.891 7.196 17.628 0.000
O 1.156 0.808 14.759 0.001
O -0.686 2.619 11.067 0.006
O -1.068 4.730 12.416 0.005
O 0.737 3.183 12.900 -0.007
O 1.043 8.412 17.686 0.001
O -1.633 6.722 18.712 0.000
O 3.311 4.473 16.932 0.029
O -0.168 2.297 16.728 0.037
O 2.272 3.028 15.645 0.010
N 0.368 4.768 15.097 0.019
N -0.446 5.787 14.887 0.015
N -2.924 3.286 18.232 0.000
N 1.724 3.433 19.622 0.003
C 0.110 2.951 17.910 0.031
C -3.936 3.158 16.126 0.010
C -0.332 4.826 19.492 0.002
C 1.369 2.722 18.560 0.014
C 1.623 7.404 17.343 -0.001
C -1.185 5.953 19.907 -0.002
C -6.288 3.333 15.720 0.000
C -4.145 3.237 17.469 0.001
C -5.032 3.204 15.224 -0.006
C 0.715 -0.700 12.922 -0.003
C -0.713 3.978 18.400 -0.024
C 0.975 6.425 16.428 -0.018
C 2.246 1.514 18.219 -0.005
C 2.872 -0.591 14.122 -0.007
C 1.361 -0.477 14.358 0.024
C 2.381 4.173 16.181 0.018
C 0.918 4.489 20.016 0.001
C -2.066 4.082 17.814 -0.001
C -0.192 6.764 15.722 0.007
C -6.512 3.374 17.092 0.000
C 1.315 5.179 15.951 -0.024
C -5.440 3.304 17.959 0.000
C 0.785 -1.556 15.347 0.000
H -0.832 7.016 18.264 0.000
H -2.917 3.004 15.765 0.000
H 2.958 1.276 19.020 0.000
H 1.708 0.639 17.975 0.002
H 2.888 1.661 17.331 0.002
H -2.170 5.653 20.302 0.000
H 1.222 5.009 20.941 0.000
H 3.120 6.235 17.443 0.000
H -0.761 6.716 20.652 0.000
H -1.206 5.578 14.218 -0.005
H -7.511 3.412 17.524 0.000
H -0.707 7.677 15.881 0.001
H -7.145 3.165 15.097 0.000
H -2.216 4.872 17.027 -0.004
H -4.762 3.234 14.204 -0.003
```

Calculated values
**Orbital gap (spin up / spin down)**: 7.15 / 8.48 eV
**Net charge**: -1
**E_LUMO (spin up / spin down)**: 0.0640 / 0.0644 hartree
**2S+1**: 3
**Largest force on an atom**: 0.059 Eh/bohr
**HOMO (spin up / spin down)**: -0.1988 / -0.2473 hartree
**E_tot**: -106589.680 eV



C11H18O | the ωB97M-V functional and the def2-TZVPD basis

The geometry in XYZ format:
```
30
Properties=species:S:1:pos:R:3:lowdin_charge:R:1
O -0.083 2.389 3.157 0.048
C 0.756 2.611 -3.210 -0.117
C 1.660 0.341 -2.316 -0.103
C -0.279 -1.170 1.045 -0.256
C -0.831 0.027 0.542 -0.051
C -0.095 1.207 2.486 -0.325
C -1.601 -3.305 0.742 -0.089
C 0.011 -0.006 3.131 -0.034
C 0.544 1.378 -2.259 -0.327
C -0.570 1.231 1.159 -0.015
C -0.388 -2.460 0.262 -0.207
C 0.069 -1.201 2.379 -0.043
H 0.593 1.858 -1.280 0.069
H 0.328 -2.090 2.943 0.118
H 1.448 -0.391 -1.539 0.050
H -0.509 1.105 -2.401 0.092
H -0.144 -0.118 4.202 0.116
H -1.446 0.010 -0.350 0.114
H -1.343 -4.348 0.597 0.063
H 1.914 0.013 -3.319 0.074
H -2.071 -2.990 1.674 0.074
H 0.423 3.463 -2.604 0.063
H 1.816 2.801 -3.317 0.055
H -2.433 -3.116 0.045 0.069
H 2.443 0.913 -1.780 0.084
H -0.503 -2.216 -0.785 0.092
H -0.913 2.129 0.663 0.118
H 0.339 2.307 4.014 0.102
H 0.528 -3.051 0.332 0.107
H 0.337 2.680 -4.212 0.061
```

Calculated values
**Orbital gap**: 9.20 eV
**Net charge**: 0
**E_LUMO**: 0.0324 hartree
**Largest force on an atom**: 0.043 Eh/bohr
**HOMO**: -0.3058 hartree
**E_tot**: -13745.127 eV
**SMILES**: CCc1ccc(O)cc1.CCC



C6H12N2O | the ωB97M-V functional and the def2-TZVPD basis

The geometry in XYZ format:
```
21
Properties=species:S:1:pos:R:3:lowdin_charge:R:1
O 1.443 -0.953 1.384 -0.103
N 1.072 0.625 -1.102 0.086
N 0.326 -2.327 -0.281 0.190
C -0.031 0.360 -0.284 -0.433
C -1.143 1.132 -0.308 0.027
C -0.384 -1.506 -0.793 -0.267
C 0.500 -0.043 1.437 -0.412
C -1.424 -1.474 -1.848 -0.042
C 0.960 1.292 1.992 -0.049
H -0.460 -0.379 1.861 0.132
H -1.548 -2.472 -2.269 0.086
H -2.368 -1.130 -1.421 0.083
H 0.137 2.006 2.012 0.077
H 1.027 -1.838 0.613 0.046
H 1.777 1.693 1.394 0.080
H 1.218 1.590 -1.364 0.094
H -1.975 0.901 0.343 0.071
H 1.919 0.166 -0.794 0.093
H -1.252 1.992 -0.960 0.069
H -1.127 -0.763 -2.619 0.090
H 1.332 1.130 3.006 0.083
```

Calculated values
**Orbital gap (spin up / spin down)**: 8.05 / 8.05 eV
**Net charge**: 0
**E_LUMO (spin up / spin down)**: -0.0147 / -0.0146 hartree
**Largest force on an atom**: 0.034 Eh/bohr
**HOMO (spin up / spin down)**: -0.3105 / -0.3105 hartree
**E_tot**: -11440.727 eV



Look up the largest force on an atom of the fourth one.
0.034 Eh/bohr



Copy entry 3 word for word.
C11H18O | the ωB97M-V functional and the def2-TZVPD basis

The geometry in XYZ format:
```
30
Properties=species:S:1:pos:R:3:lowdin_charge:R:1
O -0.083 2.389 3.157 0.048
C 0.756 2.611 -3.210 -0.117
C 1.660 0.341 -2.316 -0.103
C -0.279 -1.170 1.045 -0.256
C -0.831 0.027 0.542 -0.051
C -0.095 1.207 2.486 -0.325
C -1.601 -3.305 0.742 -0.089
C 0.011 -0.006 3.131 -0.034
C 0.544 1.378 -2.259 -0.327
C -0.570 1.231 1.159 -0.015
C -0.388 -2.460 0.262 -0.207
C 0.069 -1.201 2.379 -0.043
H 0.593 1.858 -1.280 0.069
H 0.328 -2.090 2.943 0.118
H 1.448 -0.391 -1.539 0.050
H -0.509 1.105 -2.401 0.092
H -0.144 -0.118 4.202 0.116
H -1.446 0.010 -0.350 0.114
H -1.343 -4.348 0.597 0.063
H 1.914 0.013 -3.319 0.074
H -2.071 -2.990 1.674 0.074
H 0.423 3.463 -2.604 0.063
H 1.816 2.801 -3.317 0.055
H -2.433 -3.116 0.045 0.069
H 2.443 0.913 -1.780 0.084
H -0.503 -2.216 -0.785 0.092
H -0.913 2.129 0.663 0.118
H 0.339 2.307 4.014 0.102
H 0.528 -3.051 0.332 0.107
H 0.337 2.680 -4.212 0.061
```

Calculated values
**Orbital gap**: 9.20 eV
**Net charge**: 0
**E_LUMO**: 0.0324 hartree
**Largest force on an atom**: 0.043 Eh/bohr
**HOMO**: -0.3058 hartree
**E_tot**: -13745.127 eV
**SMILES**: CCc1ccc(O)cc1.CCC



Number 2 is which compound?
C23H15F9IN4O10S2W



The lowest E_tot belongs to which entry?
C23H15F9IN4O10S2W